1.
Density functional theory data (ωB97M-V with the def2-TZVPD basis set) for a 2-piece molecular cluster, C9H17N4S2 overall in a non-equilibrium geometry.

The geometry in XYZ format:
```
32
Properties=species:S:1:pos:R:3:mulliken_charge:R:1
N -3.307 -1.956 -3.660 -0.66
N -2.745 -1.291 -2.912 0.42
N -2.032 -0.674 -2.112 -0.07
C -2.670 0.545 -1.583 -0.82
C -1.793 1.137 -0.483 0.02
C -1.882 2.680 -0.391 -0.75
C -0.431 3.160 -0.250 -0.71
C 0.411 2.016 -0.840 -0.52
N -0.406 0.823 -0.667 -0.15
H -2.791 1.301 -2.384 0.39
H -3.666 0.328 -1.145 0.44
H -2.100 0.653 0.458 0.29
H -2.287 3.060 -1.344 0.31
H -2.552 3.020 0.411 0.36
H -0.262 4.104 -0.775 0.36
H -0.170 3.287 0.808 0.29
H 0.595 2.208 -1.912 0.33
H 1.380 1.877 -0.349 0.27
H -0.234 0.025 -1.279 0.49
C 2.830 -2.873 1.740 -0.50
C 1.338 -3.013 2.041 -0.63
S 0.219 -2.338 0.731 -0.02
C 0.747 -0.732 0.719 0.03
S 2.350 -0.513 0.196 -0.05
C 3.258 -1.421 1.525 -0.67
H 3.397 -3.274 2.591 0.35
H 3.091 -3.475 0.865 0.29
H 1.048 -4.070 2.145 0.38
H 1.051 -2.472 2.953 0.36
H 0.186 0.049 1.259 0.40
H 3.115 -0.813 2.430 0.37
H 4.312 -1.358 1.214 0.41
```

As for the net charge: +1. Its total energy is -37228.8257 eV. As for the relative energy (zero: lowest compared OMol25 entry of this formula, charge and spin): 0.2558 eV. The value obtained for the orbital gap is 6.58 eV.

---

2.
Density functional theory data (ωB97M-V with the def2-TZVPD basis set) for an isolated ion of composition C3H6N3 and charge +1 in a non-equilibrium geometry.

The geometry in XYZ format:
```
12
Properties=species:S:1:pos:R:3:mulliken_charge:R:1
C 1.855 2.453 -0.691 0.09
C 0.968 0.209 -0.360 0.08
C -1.084 -0.667 0.380 -0.91
N -0.629 1.530 0.764 -0.89
N 1.853 1.235 -0.736 0.06
N -0.227 0.474 0.198 0.71
H -0.184 2.384 0.965 0.25
H 1.393 -0.764 -0.600 0.30
H -1.775 -0.625 1.227 0.35
H -1.932 -0.715 -0.289 0.35
H -0.673 -1.614 0.518 0.35
H 2.810 1.078 -1.025 0.28
```

As for the net charge: +1. Its total energy is -7664.1233 eV. As for the relative energy (zero: lowest compared OMol25 entry of this formula, charge and spin): 7.2530 eV. The value obtained for the orbital gap (spin up / spin down) is 7.13 / 7.13 eV.

---

3.
Density functional theory data (ωB97M-V with the def2-TZVPD basis set) for C55H88N3O9P2SSeSr as an isolated structure in a non-equilibrium geometry.

The geometry in XYZ format:
```
160
Properties=species:S:1:pos:R:3:mulliken_charge:R:1
Sr -0.846 -0.568 -1.023 3.08
C 6.331 -0.628 1.982 -1.79
C 5.472 -1.815 2.448 2.25
C 6.324 -3.087 2.385 -2.24
C 5.054 -1.600 3.909 -1.82
C 4.225 -1.897 1.577 -0.26
C 3.300 -0.858 1.593 -0.42
C 2.147 -0.908 0.845 0.05
Se 0.909 0.574 1.034 -0.61
C -0.079 -0.192 2.486 1.00
C 0.355 0.032 3.767 -0.67
C -0.350 -0.485 4.849 -0.16
C -1.498 -1.210 4.552 -0.60
C -1.970 -1.446 3.265 0.06
C -1.252 -0.925 2.146 -0.28
O -1.588 -1.058 0.915 -0.62
C -3.227 -2.311 3.136 2.92
C -3.688 -2.531 1.695 -2.55
C -4.405 -1.669 3.887 -1.87
C -2.932 -3.695 3.739 -1.88
C 0.182 -0.269 6.256 2.23
C -0.697 -0.921 7.326 -2.32
C 1.585 -0.884 6.361 -1.80
C 0.292 1.231 6.570 -1.81
C 1.821 -1.996 -0.019 0.01
O 0.748 -1.975 -0.707 -0.71
C 2.790 -3.052 -0.045 0.20
C 3.923 -2.969 0.752 -0.68
C 2.626 -4.347 -0.849 2.92
C 2.386 -5.501 0.137 -1.86
C 1.456 -4.325 -1.831 -2.59
C 3.897 -4.628 -1.673 -1.73
H 7.210 -0.516 2.618 0.47
H 5.762 0.298 2.018 0.28
H 6.661 -0.776 0.955 0.33
H 7.179 -3.000 3.057 0.43
H 6.697 -3.252 1.376 0.41
H 5.740 -3.953 2.690 0.41
H 5.927 -1.547 4.561 0.53
H 4.420 -2.421 4.238 0.36
H 4.489 -0.680 4.016 0.33
H 3.459 0.016 2.215 0.31
H 1.254 0.617 3.911 0.15
H -2.069 -1.615 5.376 0.28
H -3.949 -1.587 1.226 0.31
H -4.564 -3.182 1.688 0.50
H -2.900 -2.981 1.097 0.19
H -4.665 -0.723 3.419 0.24
H -4.174 -1.483 4.933 0.27
H -5.273 -2.325 3.839 0.52
H -2.078 -4.131 3.228 0.37
H -3.786 -4.360 3.609 0.51
H -2.704 -3.632 4.801 0.28
H -0.768 -1.994 7.162 0.40
H -1.701 -0.500 7.325 0.41
H -0.262 -0.754 8.313 0.46
H 1.554 -1.938 6.099 0.32
H 1.970 -0.777 7.376 0.51
H 2.270 -0.391 5.679 0.32
H -0.680 1.718 6.509 0.28
H 0.964 1.721 5.871 0.33
H 0.688 1.371 7.576 0.46
H 4.613 -3.798 0.732 0.31
H 1.454 -5.326 0.668 0.34
H 3.191 -5.569 0.865 0.29
H 2.314 -6.453 -0.392 0.47
H 0.524 -4.131 -1.310 0.14
H 1.395 -5.287 -2.348 0.57
H 1.595 -3.537 -2.564 0.23
H 4.763 -4.823 -1.045 0.32
H 4.127 -3.773 -2.308 0.08
H 3.744 -5.502 -2.308 0.55
C 4.458 -0.588 -4.252 -1.81
C 3.494 -0.199 -3.137 2.62
C 4.190 0.238 -1.859 -1.35
O 2.695 0.876 -3.660 -0.34
P 1.121 0.863 -3.335 -1.30
O 0.826 0.383 -2.005 0.44
C 0.760 2.607 -3.691 -0.37
P -1.004 2.746 -3.231 0.13
O -1.392 2.152 -1.974 0.16
O -1.811 2.118 -4.447 -0.15
C -1.791 2.703 -5.752 1.22
C -3.118 3.414 -5.975 -1.69
C -1.517 1.634 -6.802 -1.38
O -1.451 4.304 -3.351 -0.45
C -0.810 5.569 -3.363 0.64
C 0.210 5.737 -2.244 -1.29
C -0.185 5.865 -4.725 -1.27
O 0.402 0.122 -4.544 -0.43
C -0.173 -1.194 -4.365 3.53
C -1.529 -1.226 -5.046 -1.47
C 0.770 -2.228 -4.957 -1.66
H 5.083 -1.423 -3.944 0.37
H 5.093 0.261 -4.502 0.41
H 3.897 -0.861 -5.146 0.39
H 2.838 -1.040 -2.889 -1.08
H 4.800 1.123 -2.028 0.52
H 4.816 -0.572 -1.493 0.38
H 3.450 0.456 -1.092 -0.14
H 0.970 2.860 -4.726 0.52
H 1.381 3.188 -3.018 0.36
H -0.980 3.440 -5.799 -0.04
H -3.932 2.697 -5.933 0.40
H -3.119 3.905 -6.944 0.39
H -3.263 4.152 -5.190 0.34
H -2.364 0.958 -6.882 0.37
H -0.637 1.065 -6.520 0.11
H -1.344 2.100 -7.769 0.50
H -1.639 6.274 -3.191 0.42
H 1.121 5.185 -2.462 0.28
H -0.203 5.367 -1.310 0.10
H 0.457 6.790 -2.130 0.55
H 0.621 5.164 -4.933 0.16
H 0.216 6.875 -4.726 0.50
H -0.933 5.788 -5.510 0.30
H -0.300 -1.370 -3.295 -1.67
H -1.419 -1.128 -6.124 0.46
H -2.150 -0.423 -4.659 0.20
H -2.014 -2.169 -4.816 0.24
H 0.907 -2.039 -6.020 0.36
H 0.351 -3.219 -4.818 0.40
H 1.737 -2.186 -4.463 0.22
S -4.711 -3.110 -3.002 -0.44
C -3.349 -4.115 -3.294 -0.32
C -2.195 -3.590 -2.795 -1.09
C -2.329 -2.333 -2.136 0.67
C -3.632 -1.940 -2.172 0.53
C -4.181 -0.781 -1.533 -0.13
C -5.558 -0.606 -1.318 -1.09
C -5.988 0.474 -0.578 -0.88
C -5.047 1.371 -0.090 -1.34
C -3.710 1.146 -0.392 -0.87
N -3.290 0.118 -1.096 1.29
H -3.507 -5.053 -3.801 0.45
H -1.249 -4.101 -2.895 0.28
H -6.254 -1.339 -1.700 0.49
H -7.044 0.613 -0.381 0.36
H -5.354 2.209 0.521 0.49
H -2.936 1.817 -0.057 0.85
C -1.632 5.639 1.820 -1.16
N -0.820 4.473 2.137 0.22
C 0.321 4.271 1.255 -0.83
C -1.488 3.257 2.381 -0.44
O -1.189 2.248 1.785 0.30
N -2.480 3.286 3.318 0.47
C -3.187 2.050 3.580 -0.67
C -2.638 4.328 4.302 -1.30
H -1.210 6.159 0.958 0.39
H -1.658 6.345 2.656 0.34
H -2.658 5.357 1.571 0.31
H 0.861 5.212 1.146 0.53
H 0.015 3.878 0.277 -0.06
H 0.974 3.522 1.704 0.16
H -3.023 1.365 2.750 -0.38
H -4.254 2.255 3.688 0.54
H -2.819 1.563 4.487 0.37
H -3.440 5.020 4.027 0.26
H -1.709 4.882 4.418 0.39
H -2.895 3.876 5.260 0.47
```

As for the net charge: -1. Its total energy is -176965.2353 eV. As for the relative energy (zero: lowest compared OMol25 entry of this formula, charge and spin): 3.0490 eV. The value obtained for the orbital gap is 5.57 eV.

---

4.
Density functional theory data (ωB97M-V with the def2-TZVPD basis set) for a 2-piece molecular cluster, C15H28FN2O5 overall in a non-equilibrium geometry.

The geometry in XYZ format:
```
51
Properties=species:S:1:pos:R:3:mulliken_charge:R:1
C -2.714 2.349 -2.466 -0.74
C -2.071 0.974 -3.122 0.71
O -2.926 -0.013 -3.454 -0.56
O -0.620 0.884 -3.359 -0.34
C 0.008 -0.102 -2.468 -1.01
C 1.011 0.586 -1.320 2.06
C 1.727 1.907 -1.970 0.18
C 0.877 3.302 -1.854 -0.95
F 3.098 2.190 -1.464 -0.36
C 0.057 0.871 -0.019 -0.95
C 0.296 -0.263 1.155 0.86
C -0.549 0.310 2.482 -1.17
C -0.353 -1.732 0.832 -0.97
N 1.744 -0.261 1.564 0.55
O 1.952 -1.054 2.661 -0.55
C 2.699 -0.676 0.483 0.87
C 4.111 0.175 0.761 -1.15
C 3.146 -2.278 0.668 -1.03
C 2.188 -0.522 -1.055 -1.85
H -3.739 2.160 -1.929 0.27
H -2.812 3.167 -3.318 0.29
H -1.969 2.749 -1.636 0.21
H 0.704 -0.777 -3.160 0.27
H -0.762 -0.845 -1.977 0.32
H 1.857 1.680 -3.135 0.24
H 1.582 4.156 -2.300 0.38
H -0.080 3.310 -2.567 0.14
H 0.625 3.646 -0.762 0.22
H 0.245 1.918 0.507 0.09
H -1.077 0.739 -0.362 0.04
H -0.147 1.400 2.648 0.34
H -0.457 -0.391 3.415 0.29
H -1.679 0.396 2.174 0.24
H 0.073 -2.571 1.566 0.32
H -1.510 -1.651 1.117 0.17
H -0.221 -2.099 -0.278 0.22
H 4.702 -0.421 1.587 0.33
H 3.772 1.241 1.128 0.29
H 4.700 0.281 -0.256 0.23
H 3.790 -2.515 -0.309 0.29
H 2.228 -3.002 0.625 0.29
H 3.870 -2.448 1.573 0.26
H 1.747 -1.583 -1.378 0.45
H 3.108 -0.349 -1.796 0.32
C -4.917 -2.694 2.985 -0.73
N -4.204 -1.389 2.941 0.77
O -3.262 -1.285 2.147 -0.53
O -4.610 -0.505 3.705 -0.51
H -4.456 -3.373 2.265 0.31
H -4.823 -3.086 4.000 0.29
H -5.961 -2.508 2.725 0.28
```

The spin multiplicity is 2. Its total energy is -31932.2873 eV. The value obtained for the orbital gap (spin up / spin down) is 8.64 / 9.27 eV.